Record 1
Density functional theory data (ωB97M-V/def2-TZVPD) for an isolated molecule of C24H33N3O4S.

Last column: Löwdin charge in e.
Atoms and positions in Å:
1 C 2.822 -3.357 1.895  -0.02
2 C 1.842 -2.712 0.970  -0.18
3 C 0.566 -3.210 0.784  -0.01
4 C -0.320 -2.574 -0.066  -0.28
5 C 0.050 -1.443 -0.759  -0.04
6 C 1.319 -0.922 -0.579  0.02
7 C 2.212 -1.535 0.294  -0.22
8 O 3.473 -1.077 0.536  -0.02
9 C 3.740 0.270 0.234  -0.09
10 C 2.776 1.177 1.021  -0.43
11 O 2.155 0.725 1.962  0.08
12 N 2.701 2.479 0.663  -0.05
13 C 3.130 3.061 -0.587  -0.12
14 H 3.960 2.507 -1.021  0.12
15 C 1.939 3.115 -1.552  -0.16
16 N 0.872 3.897 -0.958  -0.15
17 C 0.462 3.342 0.320  -0.16
18 C 1.657 3.287 1.269  -0.11
19 H 1.372 2.828 2.216  0.12
20 H 2.051 4.291 1.443  0.13
21 H -0.312 3.987 0.742  0.13
22 H 0.054 2.321 0.218  0.12
23 C -0.252 4.124 -1.864  -0.14
24 C -1.037 2.876 -2.188  -0.22
25 C -0.653 2.041 -3.232  -0.05
26 C -1.310 0.843 -3.458  -0.08
27 C -2.367 0.462 -2.646  -0.10
28 C -2.774 1.301 -1.622  -0.08
29 C -2.113 2.495 -1.394  -0.05
30 H -2.440 3.145 -0.593  0.11
31 H -3.606 1.018 -0.996  0.10
32 H -2.861 -0.485 -2.795  0.10
33 H -0.993 0.202 -4.267  0.11
34 H 0.163 2.336 -3.878  0.11
35 H -0.902 4.860 -1.383  0.12
36 H 0.154 4.568 -2.778  0.12
37 H 2.245 3.598 -2.483  0.13
38 H 1.618 2.083 -1.782  0.11
39 H 3.465 4.082 -0.380  0.13
40 H 3.693 0.444 -0.847  0.12
41 H 4.762 0.449 0.581  0.15
42 H 1.590 -0.028 -1.118  0.10
43 H -0.653 -0.976 -1.431  0.09
44 S -2.010 -3.117 -0.121  0.66
45 O -2.672 -2.508 -1.245  -0.30
46 O -2.107 -4.539 0.034  -0.29
47 N -2.542 -2.455 1.319  -0.13
48 H -3.258 -3.007 1.761  0.12
49 C -2.763 -1.027 1.325  -0.24
50 H -3.802 -0.782 1.068  0.13
51 C -2.392 -0.395 2.672  -0.41
52 C -0.942 -0.703 3.033  -0.06
53 H -0.255 -0.238 2.330  0.07
54 H -0.772 -1.775 3.013  0.07
55 H -0.712 -0.330 4.028  0.08
56 C -2.627 1.112 2.611  -0.07
57 H -1.995 1.557 1.846  0.06
58 H -2.385 1.571 3.566  0.08
59 H -3.666 1.335 2.376  0.08
60 H -3.043 -0.826 3.441  0.13
61 H -2.119 -0.617 0.545  0.10
62 H 0.234 -4.097 1.301  0.13
63 H 3.143 -2.633 2.643  0.09
64 H 3.707 -3.673 1.346  0.09
65 H 2.379 -4.217 2.388  0.08

Kohn-Sham gap (eV): 9.25
SMILES: Cc1cc(S(=O)(=O)NCC(C)C)ccc1OCC(=O)N1CCN(Cc2ccccc2)CC1
Net charge: 0
ΔE to the lowest compared entry with this formula, charge and spin (kcal per mole): 19.0

***

Record 2
Density functional theory data (ωB97M-V/def2-TZVPD) for an isolated molecule of C35H36F3N3O4.

Last column: Löwdin charge in e.
Atoms and positions in Å:
1 C 6.346 -0.713 -1.259  -0.09
2 H 6.795 -0.883 -2.235  0.08
3 H 6.613 0.288 -0.928  0.07
4 C 4.830 -0.879 -1.341  -0.16
5 C 4.223 0.085 -2.342  -0.51
6 O 3.728 -0.262 -3.396  0.06
7 N 4.308 1.387 -1.968  0.07
8 H 4.519 1.580 -1.001  0.13
9 C 3.615 2.421 -2.706  -0.11
10 H 3.989 2.431 -3.732  0.13
11 C 2.085 2.170 -2.730  -0.28
12 N 1.710 1.594 -1.470  0.10
13 C 1.106 0.431 -1.238  -0.27
14 C 1.064 -0.060 0.053  0.01
15 C 1.822 0.503 1.111  -0.38
16 O 2.600 1.468 0.995  0.01
17 C 1.698 -0.166 2.441  -0.14
18 C 2.842 -0.407 3.194  0.00
19 C 2.755 -1.008 4.435  0.00
20 C 1.505 -1.342 4.938  -0.12
21 C 0.352 -1.071 4.212  -0.01
22 C 0.450 -0.496 2.960  -0.01
23 H -0.444 -0.287 2.395  0.12
24 H -0.613 -1.314 4.628  0.11
25 C 1.359 -1.989 6.285  -0.59
26 F 0.783 -1.170 7.187  0.14
27 F 2.523 -2.380 6.822  0.14
28 F 0.577 -3.085 6.237  0.13
29 H 3.644 -1.212 5.012  0.12
30 H 3.803 -0.120 2.795  0.12
31 H 0.497 -0.953 0.257  0.09
32 C 0.485 -0.305 -2.376  0.02
33 H -0.157 0.358 -2.953  0.08
34 H -0.100 -1.144 -2.016  0.07
35 H 1.273 -0.681 -3.031  0.09
36 H 2.142 1.997 -0.631  0.12
37 H 1.862 1.462 -3.531  0.14
38 C 1.308 3.478 -2.966  -0.10
39 C -0.160 3.197 -3.129  -0.24
40 C -0.967 2.956 -2.025  -0.04
41 C -2.314 2.665 -2.162  0.00
42 C -2.894 2.639 -3.425  -0.28
43 C -2.081 2.858 -4.540  -0.01
44 C -0.737 3.123 -4.391  -0.03
45 H -0.129 3.290 -5.269  0.12
46 H -2.537 2.825 -5.517  0.12
47 O -4.211 2.445 -3.709  -0.05
48 C -5.166 2.256 -2.686  -0.17
49 H -4.842 2.701 -1.742  0.12
50 H -6.063 2.785 -3.026  0.13
51 C -5.515 0.773 -2.492  -0.09
52 C -4.359 -0.057 -2.056  -0.24
53 C -3.376 -0.646 -2.805  -0.24
54 O -2.586 -1.353 -1.958  0.10
55 C -3.116 -1.165 -0.729  -0.28
56 N -4.166 -0.395 -0.746  0.20
57 C -2.566 -1.840 0.426  -0.15
58 C -3.140 -1.632 1.681  -0.02
59 C -2.662 -2.317 2.780  -0.09
60 C -1.605 -3.206 2.647  -0.10
61 C -1.025 -3.407 1.404  -0.07
62 C -1.504 -2.734 0.296  -0.04
63 H -1.072 -2.912 -0.678  0.11
64 H -0.202 -4.097 1.298  0.11
65 H -1.235 -3.744 3.507  0.11
66 H -3.119 -2.165 3.747  0.11
67 H -3.964 -0.941 1.763  0.11
68 C -3.075 -0.649 -4.256  0.01
69 H -3.843 -0.096 -4.788  0.09
70 H -2.110 -0.178 -4.447  0.08
71 H -3.033 -1.671 -4.631  0.09
72 H -6.295 0.702 -1.733  0.12
73 H -5.899 0.383 -3.437  0.12
74 H -2.889 2.462 -1.272  0.11
75 H -0.543 2.996 -1.033  0.12
76 H 1.469 4.137 -2.110  0.13
77 H 1.698 3.965 -3.860  0.12
78 H 3.836 3.378 -2.232  0.13
79 H 4.585 -1.893 -1.660  0.12
80 H 4.377 -0.704 -0.362  0.11
81 H 6.764 -1.431 -0.558  0.07

Kohn-Sham gap (eV): 8.46
SMILES: CCC(=O)NC[C@H](Cc1ccc(OCCc2nc(-c3ccccc3)oc2C)cc1)N/C(C)=C\C(=O)c1ccc(C(F)(F)F)cc1
Net charge: 0

***

Record 3
Density functional theory data (ωB97M-V/def2-TZVPD) for a structure of composition C15H33AlNO2.

Last column: Löwdin charge in e.
Atoms and positions in Å:
1 C -2.543 0.137 1.643  -0.10
2 C -2.019 -1.253 2.050  -0.25
3 C -1.588 -1.349 3.521  -0.23
4 C -0.382 -0.466 3.859  -0.22
5 C 0.905 -0.859 3.115  -0.21
6 C 1.272 0.067 1.954  -0.22
7 C 2.521 -0.389 1.206  -0.20
8 C 2.923 0.511 0.038  -0.13
9 C 2.555 0.091 -1.397  -0.53
10 C 1.181 -0.611 -1.507  -0.13
11 C -0.060 0.276 -1.543  -0.21
12 C -1.329 -0.569 -1.423  -0.19
13 C -2.684 0.162 -1.597  -0.21
14 C -2.623 1.682 -1.774  -0.31
15 N -3.935 2.329 -1.866  -0.02
16 C 2.611 1.316 -2.329  -0.27
17 O 2.682 0.852 -3.645  -0.26
18 Al 3.642 -0.669 -3.654  0.13
19 O 3.550 -0.810 -1.867  -0.23
20 H -2.426 0.861 2.453  0.07
21 H -2.023 0.541 0.774  0.04
22 H -3.610 0.102 1.402  0.07
23 H -2.792 -2.004 1.861  0.10
24 H -1.170 -1.535 1.421  0.08
25 H -1.340 -2.393 3.748  0.11
26 H -2.435 -1.083 4.167  0.11
27 H -0.620 0.577 3.621  0.10
28 H -0.213 -0.490 4.942  0.10
29 H 1.754 -0.884 3.810  0.11
30 H 0.823 -1.886 2.731  0.11
31 H 1.439 1.081 2.340  0.12
32 H 0.422 0.145 1.262  0.09
33 H 2.371 -1.420 0.853  0.11
34 H 3.347 -0.443 1.925  0.11
35 H 4.013 0.594 0.008  0.12
36 H 2.535 1.529 0.214  0.12
37 H 1.211 -1.193 -2.433  0.10
38 H 1.082 -1.348 -0.696  0.11
39 H -0.019 1.029 -0.742  0.11
40 H -0.060 0.831 -2.485  0.11
41 H -1.316 -1.080 -0.452  0.07
42 H -1.249 -1.368 -2.168  0.11
43 H -3.207 -0.245 -2.471  0.10
44 H -3.336 -0.041 -0.738  0.07
45 H -2.056 1.951 -2.669  0.11
46 H -2.083 2.147 -0.942  0.10
47 H -4.459 1.951 -2.652  0.06
48 H -4.488 2.111 -1.040  0.05
49 H 1.731 1.963 -2.177  0.11
50 H 3.501 1.904 -2.045  0.12
51 H 5.157 -0.480 -4.190  -0.10
52 H 2.836 -1.868 -4.419  -0.09

Kohn-Sham gap (eV): 7.49
Net charge: -1

***

Which value of net charge does entry 2 give? 0